326
Properties=species:S:1:pos:R:3:forces:R:3:mulliken_charge:R:1 method="wB97M-V/def2-TZVPD" gap_ev=6.52 lumo_energy_ev=-6.50 multiplicity=1 total_charge=+4
N -0.372636 1.398564 -0.174863 4.81 -1.95 -1.56 -0.80
S -1.495937 0.439915 -0.511676 -8.82 -1.29 0.05 -1.19
O -1.879614 -0.501710 0.494894 1.16 -0.08 0.58 0.20
O -1.806993 0.025569 -1.848600 2.09 -0.39 -0.63 -0.22
F -2.636870 1.537294 -0.386404 -0.07 0.45 0.37 -0.32
S 0.867888 0.468081 -0.956685 3.32 0.43 0.59 0.15
O 1.099442 0.892591 -2.298739 -0.74 -0.19 -0.03 -0.15
O 1.116441 -0.921916 -0.616372 -1.57 1.76 -0.22 -0.23
F 2.038453 1.196534 -0.188600 0.13 0.30 0.44 0.22
C -7.706464 -1.488033 -0.532272 -0.24 -0.44 -0.84 -0.42
O -8.035169 -2.875804 -0.437566 -0.18 -0.53 1.03 -0.38
C -7.684877 -3.651255 -1.572744 0.83 1.40 0.43 0.18
C -8.011383 -5.098219 -1.430873 -0.20 -0.64 1.49 -1.21
N -7.360863 -5.692465 -0.139682 -1.53 0.26 0.11 0.31
H -7.420512 -6.693354 -0.261165 -0.75 -0.49 0.25 0.45
H -6.356222 -5.601368 -0.089952 1.34 1.33 -0.04 -0.05
C -8.002147 -5.264899 1.241599 -1.07 -0.90 -2.20 0.25
C -9.551900 -5.304502 1.046893 -0.06 0.23 1.09 -0.99
O -10.060006 -6.571803 0.678385 0.08 -0.57 0.70 -0.36
C -10.279690 -7.455251 1.821473 0.52 -0.07 -0.66 -0.74
H -6.651270 -1.341794 -0.763060 0.28 -0.18 -0.02 -0.03
H -7.938846 -0.956380 0.390457 -0.21 -0.31 -0.06 0.34
H -8.284275 -1.067756 -1.355430 -0.09 0.39 0.10 0.58
H -6.598980 -3.623517 -1.663083 0.31 0.27 -0.42 -0.12
H -8.167494 -3.163623 -2.419739 0.03 -0.49 -0.53 0.48
H -7.621578 -5.682811 -2.264187 0.09 0.17 0.07 0.47
H -9.076796 -5.300171 -1.320359 0.15 -0.03 -0.16 0.40
H -7.627754 -4.270854 1.486121 -0.05 -0.28 -0.13 -0.36
H -7.736390 -6.050732 1.948674 0.30 0.22 -0.01 0.66
H -9.947495 -4.535537 0.383342 0.45 -0.22 -0.42 0.35
H -10.023247 -5.014725 1.986022 0.24 0.05 0.46 0.59
H -10.872050 -6.998285 2.614195 0.00 0.26 -0.15 0.32
H -9.329767 -7.811173 2.220290 0.26 0.31 0.23 0.28
H -10.761284 -8.383690 1.514600 -0.28 0.41 -0.49 0.30
C 3.572870 5.308132 -1.450175 -0.16 1.04 0.53 -0.16
O 2.176933 5.275039 -1.378833 -1.04 0.07 -0.40 -0.48
C 1.743341 4.860286 -0.113390 -0.77 -0.21 -0.05 -0.09
C 0.231559 4.958663 0.041664 -0.17 -0.20 -2.52 -0.28
N -0.509212 4.043598 -1.044894 -0.47 0.14 1.15 1.96
H -0.466169 3.120257 -0.637843 0.67 -0.78 -0.33 -1.78
H -1.504135 4.161828 -0.917387 -0.68 0.77 -0.25 0.58
C -0.211736 4.012465 -2.554120 0.20 0.24 0.26 -0.49
C -1.118612 3.086430 -3.420699 -0.62 1.01 0.94 0.40
O -2.482714 3.404572 -3.137737 0.92 -0.08 1.01 -0.36
C -3.461224 3.180006 -4.148540 1.15 -0.05 0.62 -0.57
H 3.965207 4.328164 -1.178442 0.43 -0.08 -0.20 -0.35
H 3.863338 6.074636 -0.731712 0.71 -0.15 0.35 0.41
H 3.901923 5.700456 -2.412408 -0.24 -0.53 -0.16 0.43
H 2.149616 5.466088 0.696582 0.32 0.03 0.14 0.73
H 2.027964 3.819673 0.042205 0.25 -0.21 0.33 -0.16
H -0.155790 5.952701 -0.181808 0.23 0.07 0.26 0.49
H -0.056167 4.620840 1.037243 -0.18 -0.09 -0.11 -0.02
H 0.829787 3.691457 -2.571474 -0.15 0.27 -0.62 0.04
H -0.339393 5.045523 -2.877511 0.36 -0.13 -0.14 0.45
H -0.890116 2.048318 -3.179422 -0.17 -0.22 -0.22 -0.91
H -0.936938 3.337696 -4.465663 0.67 -0.05 -0.08 1.18
H -4.360851 3.273027 -3.540176 -0.41 0.06 -0.97 0.11
H -3.333828 2.189054 -4.584298 -0.31 -0.33 0.12 0.17
H -3.283697 3.888733 -4.957420 -0.62 0.28 0.02 0.31
C 0.781494 0.454897 6.564561 0.00 -0.03 1.37 -1.15
O 0.211336 0.477969 5.254657 -0.11 -1.58 1.45 0.12
C 1.142794 0.996552 4.376730 0.76 0.51 -1.22 -1.37
C 0.696907 0.919673 2.938261 -1.31 0.55 -0.12 0.41
N -0.393022 1.918867 2.656536 -0.81 -0.04 0.00 1.85
H 0.091217 2.792154 2.808095 0.25 1.54 0.77 0.22
H -0.548919 1.930660 1.658700 -0.25 -0.26 -0.47 -0.85
C -1.795335 1.924478 3.348408 1.98 0.01 0.08 0.31
C -2.519605 3.210664 3.000261 1.21 -0.34 -0.08 -1.27
O -2.627427 3.240698 1.601119 -0.17 -0.26 0.36 0.80
C -3.478089 4.274887 1.183611 -0.43 -0.15 -0.23 -0.45
H 0.218836 -0.095926 7.318286 -0.66 -0.53 -0.73 0.35
H 0.837932 1.410655 7.085554 0.00 0.73 -0.74 0.36
H 1.787105 0.041967 6.644130 0.15 -0.17 -0.70 0.44
H 2.078123 0.465191 4.200924 0.47 -0.63 1.35 0.18
H 1.363392 1.973679 4.806456 0.41 0.52 -1.01 0.71
H 0.403291 -0.072840 2.596489 -0.42 -0.17 0.54 0.87
H 1.501652 1.174945 2.248832 0.10 0.45 0.37 -0.92
H -1.566231 1.924706 4.414061 -0.25 -0.37 -0.03 0.56
H -2.237967 0.997542 2.983772 -0.40 0.16 0.21 -0.50
H -1.919131 4.053461 3.342638 0.30 0.18 0.15 0.60
H -3.463353 3.306062 3.537239 -0.38 -0.41 -0.19 0.34
H -4.326400 4.344006 1.864564 -0.11 0.10 0.03 -1.03
H -3.883030 3.973349 0.217591 0.17 0.38 -0.21 0.38
H -2.946589 5.226503 1.188266 -0.07 0.23 -0.26 0.35
C -0.427677 -6.082866 1.588646 -0.48 0.74 0.11 -0.48
O 0.390644 -6.047777 2.735042 -1.14 0.58 2.01 0.02
C 1.615352 -6.692475 2.654178 1.24 0.55 -0.33 -0.67
C 2.501447 -6.581666 3.929437 -0.77 -0.36 1.59 -0.71
N 1.934525 -7.405806 5.123736 -2.37 1.06 -0.01 -0.17
H 1.505035 -8.223275 4.714605 -0.28 -0.43 -0.13 0.36
H 2.673789 -7.790492 5.694342 0.29 0.48 0.63 0.40
C 0.724846 -6.692723 5.945678 1.17 -0.06 -1.32 -0.79
C 1.065904 -5.258576 6.461613 -0.11 -0.92 -1.14 0.15
O 2.409405 -5.116809 6.850107 -0.80 -0.58 0.98 -0.45
C 2.673379 -3.835970 7.419734 1.18 0.31 -0.41 -0.67
H -1.298375 -5.445356 1.742164 0.01 0.11 0.62 -0.15
H -0.878969 -7.061960 1.428023 0.62 -0.25 -0.58 0.36
H 0.062424 -5.551104 0.773090 0.28 -0.79 -0.53 0.35
H 2.150784 -6.129773 1.889463 0.74 -0.46 -0.24 0.35
H 1.449725 -7.717324 2.322003 0.39 -0.36 0.10 0.49
H 2.616927 -5.598236 4.385095 -0.18 0.25 -0.68 0.26
H 3.516260 -6.979460 3.924485 -0.06 0.11 -1.22 0.38
H 0.264659 -7.424268 6.609883 0.88 0.06 0.56 0.50
H -0.044253 -6.579223 5.181678 0.18 0.16 -0.26 0.26
H 0.260750 -5.041735 7.163615 0.39 0.06 0.89 0.68
H 0.846703 -4.564065 5.650624 0.17 0.15 -0.42 -0.22
H 3.693103 -3.787243 7.801690 0.07 -0.69 -0.01 0.33
H 2.058485 -3.553887 8.274382 -0.55 -0.11 -0.36 0.35
H 2.724498 -3.128221 6.592341 -0.68 0.48 0.11 0.17
C 4.699063 -1.815716 -2.041641 -0.12 0.63 0.67 -0.73
C 6.142889 -2.237190 -2.356992 0.36 0.07 0.71 -0.12
C 7.250912 -1.746355 -1.368031 -0.06 -0.09 -0.63 0.03
N 8.659423 -2.442360 -1.484109 -2.49 -2.28 -0.09 0.89
C 9.332197 -1.907783 -2.763427 1.58 -0.64 1.42 -0.54
C 10.811974 -2.470516 -2.846696 0.07 1.03 0.10 -0.90
C 11.555776 -2.172262 -1.517208 -0.49 0.50 0.19 -0.62
C 10.908652 -2.695244 -0.248347 -2.57 -1.00 -0.35 -0.79
C 9.363916 -2.286642 -0.102221 2.11 1.32 -1.29 -0.53
C 8.379005 -4.011675 -1.669811 1.38 1.53 0.79 -1.19
H 4.012918 -2.300260 -2.736267 0.09 0.06 -0.07 0.44
H 4.549067 -0.738094 -2.107514 0.13 0.17 -0.50 -0.30
H 4.317536 -1.996310 -1.036695 0.42 -0.67 0.19 0.27
H 6.342396 -1.805626 -3.337837 0.27 -0.48 -0.25 -0.15
H 6.169855 -3.326849 -2.354853 -0.08 0.15 -0.39 0.56
H 6.882509 -1.828674 -0.345489 0.23 -0.31 0.10 -0.22
H 7.471426 -0.703717 -1.596951 0.01 0.13 0.27 0.18
H 9.299490 -0.827690 -2.620505 0.51 0.09 -0.07 0.40
H 8.690962 -2.113117 -3.620603 0.04 -0.45 0.21 0.36
H 11.382722 -1.899431 -3.578960 -0.40 0.43 -0.21 0.43
H 10.957045 -3.461144 -3.277658 -0.69 -0.40 0.60 0.37
H 11.558483 -1.083679 -1.461646 0.14 0.27 0.13 0.25
H 12.609765 -2.447868 -1.481961 -0.11 -0.27 -0.52 0.45
H 11.501822 -2.520330 0.649241 -0.33 0.25 -0.01 0.46
H 10.747475 -3.770086 -0.331052 0.92 -0.32 0.11 0.35
H 9.276214 -1.229332 0.147786 -0.02 0.17 -0.15 0.17
H 8.845289 -2.827311 0.689491 -0.20 -0.35 -0.50 0.36
H 7.795889 -4.278583 -0.788429 -0.53 -0.14 -0.54 0.34
H 9.330575 -4.530535 -1.554078 0.03 0.22 -0.18 0.53
H 8.003088 -4.218672 -2.671784 -0.29 0.13 0.43 0.39
C 5.966687 5.576423 2.127466 0.26 0.60 -0.20 -1.91
C 5.624844 4.199587 1.626937 -0.54 -1.65 0.17 1.30
C 6.708755 3.141589 1.875701 -0.69 0.44 0.29 -0.74
N 6.296559 1.681405 1.514533 1.04 -0.67 -1.36 0.56
C 7.501686 0.724697 1.760414 -0.30 0.37 1.09 0.04
C 7.831288 0.703044 3.275783 0.86 0.43 -1.06 -1.61
C 6.722714 0.172194 4.189222 0.97 0.49 -2.10 -0.39
C 5.447817 0.992914 3.887043 0.06 0.21 -0.69 -0.78
C 5.089671 1.120660 2.346601 1.40 -0.63 0.47 0.12
C 5.991685 1.526401 -0.021622 -0.83 0.41 1.58 -0.81
H 6.884784 5.996296 1.716478 -0.01 0.02 -0.13 0.43
H 6.050297 5.621979 3.213301 0.09 -0.28 0.05 0.43
H 5.135668 6.239808 1.887842 0.11 0.11 -0.13 0.43
H 5.361567 4.099249 0.573982 0.00 0.74 -0.16 -0.39
H 4.718777 3.933279 2.171192 -0.22 -0.36 -0.02 -0.44
H 6.974249 3.193853 2.931583 -0.06 -0.46 -0.11 0.50
H 7.593200 3.459163 1.323441 0.16 -0.69 -0.27 0.36
H 8.405454 1.004523 1.219117 -0.21 1.00 -0.12 0.64
H 7.287970 -0.232116 1.284046 -0.77 -0.22 0.58 -0.22
H 8.183617 1.712021 3.490102 -0.25 0.15 0.36 0.36
H 8.768663 0.152492 3.355265 -0.11 -0.47 0.18 0.60
H 7.117392 0.208065 5.204627 -0.64 0.02 0.10 0.59
H 6.689021 -0.852056 3.817911 -0.90 -0.22 0.71 0.00
H 5.574275 2.014388 4.245788 -0.07 0.02 0.31 0.36
H 4.604668 0.550825 4.417844 -0.18 0.09 -0.27 0.26
H 4.204307 1.704466 2.094797 0.13 0.32 0.39 0.23
H 4.964583 0.116068 1.942568 -0.05 -0.13 -0.08 0.22
H 6.793131 1.952834 -0.624893 -0.09 0.19 0.27 0.65
H 5.013647 1.976684 -0.191264 0.23 0.51 -0.15 0.09
H 5.818298 0.487220 -0.301159 0.41 -0.19 0.56 -0.13
C 4.493627 0.944770 -9.877335 0.44 -0.30 1.46 -1.25
C 5.513753 0.950914 -8.690760 -0.19 0.87 1.36 -0.51
C 4.759715 0.997034 -7.288927 -1.01 -0.69 -1.25 -0.64
N 5.477285 1.262939 -5.985685 1.82 1.58 -0.11 0.66
C 4.514649 0.954002 -4.836292 1.34 0.11 0.29 -0.14
C 4.975111 1.633007 -3.520381 -0.89 0.72 0.76 1.15
C 5.346017 3.130795 -3.618319 0.32 -0.57 -0.37 -0.20
C 6.365807 3.384080 -4.718538 0.14 -0.43 -0.40 -1.59
C 5.970117 2.755017 -6.085839 -0.05 0.67 1.19 -0.74
C 6.816452 0.492510 -5.837877 -1.25 -0.42 -0.62 -1.14
H 3.789872 1.762180 -9.720296 -0.18 -0.15 0.00 0.32
H 4.003822 -0.025961 -9.800676 -0.40 0.13 -0.46 0.32
H 4.917467 1.083167 -10.871967 0.33 -0.20 0.29 0.39
H 6.115671 1.858949 -8.726137 0.14 0.02 -0.22 0.36
H 6.200642 0.105175 -8.659011 -0.09 -0.10 -0.44 0.34
H 4.165402 0.095019 -7.143135 0.49 -0.69 0.05 0.32
H 3.935481 1.710038 -7.308084 0.28 0.79 0.02 0.30
H 3.500794 1.199876 -5.152084 0.19 0.80 0.05 0.33
H 4.528179 -0.134395 -4.778698 0.15 -0.10 0.26 0.04
H 4.192014 1.525980 -2.769773 -0.93 0.20 -0.43 -0.13
H 5.715254 1.164766 -2.871503 0.97 -0.71 -1.05 -1.01
H 4.489859 3.791015 -3.756938 -0.18 -0.32 -0.11 0.19
H 5.874169 3.433382 -2.714115 -0.36 -0.03 0.36 0.20
H 6.455216 4.469408 -4.765014 -0.08 0.02 -0.78 0.55
H 7.370761 3.088208 -4.417508 0.05 -0.44 0.12 0.44
H 5.217821 3.435567 -6.484573 -0.54 -0.74 -0.31 0.48
H 6.823436 2.679611 -6.759837 -0.19 0.29 0.06 0.62
H 6.546617 -0.563511 -5.848407 0.18 -0.06 -0.06 0.46
H 7.411741 0.710378 -4.951164 -0.68 0.40 0.20 0.28
H 7.448668 0.732895 -6.692631 -0.28 -0.13 -0.05 0.45
C -4.693188 -1.195272 -3.633798 0.69 1.54 0.43 -1.15
C -3.498257 -1.868975 -4.335056 0.60 -0.11 0.35 0.10
C -2.376789 -0.929061 -4.905467 -0.22 -0.42 -0.92 0.18
N -1.006803 -1.627250 -5.274343 0.46 -2.16 0.38 0.22
C -0.265531 -2.266028 -4.048685 1.00 0.83 -0.70 -0.48
C 1.229313 -2.760639 -4.403588 -1.49 0.86 -0.70 -1.39
C 1.975250 -1.676814 -5.175462 -0.63 1.01 -1.11 1.02
C 1.198591 -1.212719 -6.455322 -0.19 -0.68 0.01 -1.02
C -0.122510 -0.604637 -6.083086 -1.14 -0.65 0.65 -0.67
C -1.352663 -2.906043 -6.110312 -1.18 1.51 -0.34 -1.09
H -5.388682 -1.788969 -3.040591 0.27 -0.72 -0.56 -0.04
H -5.268058 -0.561481 -4.309017 -0.12 -0.31 -0.30 0.56
H -4.345835 -0.470398 -2.897589 0.38 0.08 0.15 -0.01
H -3.918176 -2.436197 -5.165741 0.26 -0.12 -0.05 0.49
H -2.976422 -2.569842 -3.683472 -0.42 -0.16 0.35 0.08
H -2.115935 0.000697 -4.399897 -0.05 -0.42 0.65 -0.76
H -2.779832 -0.614494 -5.868115 0.38 0.16 -0.29 0.73
H -0.313263 -1.473135 -3.302264 0.30 -0.29 0.30 0.17
H -0.840890 -3.147227 -3.764846 -0.07 0.38 0.22 0.56
H 1.747533 -3.067835 -3.495195 -0.25 0.08 0.07 0.64
H 1.120605 -3.623661 -5.060455 0.11 -0.23 0.20 0.47
H 2.044307 -0.778313 -4.562257 0.07 0.12 0.28 -0.76
H 2.989518 -1.869244 -5.525238 0.06 -0.72 0.40 0.64
H 1.795402 -0.525713 -7.055276 -0.09 0.43 0.31 0.16
H 0.953336 -1.980794 -7.188826 0.48 -0.63 0.24 0.45
H 0.060194 0.299242 -5.501935 -0.51 -0.08 0.42 0.23
H -0.805466 -0.382486 -6.903030 0.46 0.24 -0.26 0.52
H -0.556620 -3.504016 -6.553992 0.35 0.74 0.25 0.42
H -2.019496 -2.495014 -6.868266 0.17 -0.42 -0.42 0.44
H -1.958332 -3.581638 -5.506306 0.16 0.30 0.20 0.41
C -5.133870 0.153237 1.434434 0.72 0.48 0.41 1.01
C -5.116944 -0.730856 2.692225 -1.25 0.56 0.39 -0.76
C -4.109913 -1.804349 2.753836 0.85 -2.31 0.43 1.83
N -4.278823 -2.802682 3.993272 0.41 -0.34 0.91 0.69
C -3.198711 -3.923288 3.842126 1.57 1.79 -0.50 -1.00
C -1.736645 -3.393100 4.013164 0.28 0.15 0.50 1.42
C -1.529999 -2.682460 5.353161 -0.46 -0.15 0.12 -0.73
C -2.574113 -1.612214 5.508659 -1.24 1.07 -0.62 0.69
C -4.025707 -2.066476 5.394836 0.84 -1.36 -0.73 -1.35
C -5.618828 -3.525166 4.054191 -0.43 0.65 -0.17 -1.35
H -4.197373 0.702335 1.336531 0.29 -0.28 -0.18 -0.62
H -5.858071 0.963451 1.519187 -0.47 -0.35 0.10 -0.15
H -5.336822 -0.391076 0.512133 0.11 -0.06 0.21 -0.68
H -6.110372 -1.169853 2.784352 -0.14 -0.15 -0.04 0.45
H -4.996080 -0.148036 3.605350 -0.06 0.55 -0.05 0.23
H -3.071520 -1.483961 2.838612 -0.19 0.27 -0.03 -0.41
H -4.139555 -2.504144 1.918660 -0.25 0.04 -0.21 -0.91
H -3.219411 -4.298703 2.819024 -0.89 -0.21 0.09 0.16
H -3.345057 -4.704041 4.588533 -0.45 0.17 -0.08 0.64
H -1.304952 -2.743500 3.251750 -0.89 0.33 -0.51 -0.56
H -1.054092 -4.231893 3.876614 -0.17 -0.50 0.42 -0.30
H -0.589836 -2.136753 5.433052 0.34 -0.53 -0.08 0.33
H -1.650974 -3.393839 6.170111 0.28 -0.11 0.22 0.24
H -2.423022 -0.863359 4.731167 0.26 0.27 0.02 -0.90
H -2.543071 -1.063900 6.450194 0.36 -0.11 0.14 0.75
H -4.719724 -1.256870 5.620633 -0.20 -0.14 -0.73 0.57
H -4.146147 -2.810535 6.182219 -0.49 -0.38 -0.26 0.48
H -5.992988 -3.875177 3.092103 0.62 0.43 -0.40 0.41
H -6.351644 -2.834945 4.472137 0.05 -0.05 0.01 0.42
H -5.605853 -4.433071 4.657228 0.59 0.33 0.36 0.42
C -7.130762 6.755690 -1.050567 -1.18 0.92 -0.58 -1.43
C -6.912222 6.783273 0.442391 -0.04 -2.38 1.03 -0.01
C -7.865822 5.735201 1.170783 0.91 0.57 0.61 -0.06
N -7.851619 5.769817 2.799792 -0.53 2.27 -1.46 0.45
C -9.233988 5.150256 3.274066 2.08 1.21 0.56 -0.83
C -9.255567 3.700192 3.005024 -0.11 -1.74 -2.15 -0.10
C -8.096844 2.893057 3.573580 0.26 2.21 0.51 -1.10
C -6.753866 3.586893 3.151434 0.21 -0.46 1.46 0.21
C -6.604394 5.143181 3.390403 -0.98 -2.10 -1.24 -0.95
C -7.898446 7.279095 3.116308 0.16 -0.73 1.30 -1.12
H -7.250708 5.780799 -1.523115 0.85 -0.28 0.34 0.18
H -6.334774 7.382452 -1.452636 -0.04 -0.39 -0.55 0.43
H -8.076427 7.194439 -1.368880 -0.09 0.52 0.29 0.43
H -6.855988 7.776884 0.886983 -0.41 -0.08 -0.26 0.48
H -5.913385 6.350941 0.501795 0.35 0.11 0.63 -0.04
H -7.601494 4.719263 0.877355 -0.01 0.17 0.00 -0.39
H -8.905414 5.876288 0.875088 0.01 0.09 0.25 0.47
H -9.905179 5.809015 2.723024 -0.48 -0.60 0.18 0.54
H -9.293423 5.349787 4.343995 0.03 0.30 0.08 0.36
H -9.164029 3.582473 1.925274 -0.78 -0.24 -0.24 -0.25
H -10.161286 3.218058 3.372855 -0.33 0.41 -0.34 0.54
H -8.046767 1.837947 3.304632 -0.39 0.26 -0.35 0.36
H -8.371666 2.973423 4.625303 1.18 -0.31 0.66 0.47
H -6.516953 3.250796 2.141974 -0.18 0.43 -0.23 -0.12
H -6.007038 3.101119 3.779438 0.44 0.12 0.03 0.40
H -5.727983 5.525427 2.867059 -0.25 0.13 -0.30 0.49
H -6.395603 5.348000 4.440428 -0.92 0.29 0.10 0.52
H -6.891519 7.692797 3.171581 0.00 -0.22 -0.30 0.41
H -8.305396 7.364117 4.123910 -0.06 0.03 0.00 0.37
H -8.507325 7.891907 2.451603 -0.04 -0.59 -0.21 0.38
C -2.802187 -3.661413 -0.315443 -0.80 -0.43 0.43 0.51
C -4.121930 -4.481618 -0.296788 1.00 -0.94 -0.78 0.61
O -4.380040 -5.093502 -1.333541 -0.14 -0.18 -1.68 -0.83
O -4.842104 -4.606162 0.709815 -0.46 0.95 2.41 -1.06
H -2.283233 -3.678282 0.642939 -0.13 0.24 0.21 -0.54
H -3.084079 -2.637838 -0.562255 0.42 0.10 -0.12 -0.40
H -2.131924 -4.123062 -1.040513 -0.17 0.31 -0.20 0.63
C 0.848427 3.085225 -7.667264 -0.38 -0.30 -0.53 -0.86
C 1.467645 3.767321 -6.474443 0.62 1.30 1.46 0.53
O 0.781656 4.616377 -5.853570 -0.14 -1.02 -0.37 -0.74
O 2.693135 3.532425 -6.209180 0.14 -0.96 -0.24 -0.51
H 1.331566 2.169846 -8.008978 0.41 -0.02 0.15 0.10
H 0.919498 3.808090 -8.479978 -0.17 -0.05 -0.15 0.32
H -0.203461 2.838406 -7.523308 -0.11 0.30 0.10 0.28
C 2.839096 5.114402 4.351143 0.72 1.05 0.89 -1.22
C 1.899904 4.321573 3.522604 1.02 1.13 0.61 0.23
O 2.414730 3.499123 2.756231 0.02 -1.93 -1.65 0.13
O 0.705478 4.582585 3.701388 -1.99 -0.79 -0.58 -0.68
H 2.420950 6.111828 4.486784 0.10 -0.03 0.27 0.41
H 3.854932 5.215181 3.969017 -0.10 -0.20 -0.22 -0.13
H 2.918800 4.629355 5.324009 -0.05 0.11 0.19 0.35
C 2.726182 -2.838377 2.274659 2.34 0.15 -0.07 -0.44
F 2.297277 -3.554747 1.238670 -0.29 -0.60 0.30 -0.11
F 2.648432 -1.573470 1.900615 -0.29 1.31 -0.13 0.03
F 1.937188 -2.989141 3.339878 0.06 -0.49 -0.13 0.23
S 4.639727 -3.155726 2.615858 0.79 -2.19 3.23 1.25
O 4.998044 -2.419778 3.839377 -1.36 0.10 -1.29 -0.75
O 4.737643 -4.609895 2.859785 -0.94 1.33 -0.93 -0.67
O 5.369604 -2.691176 1.460011 -0.44 0.55 -1.20 -0.74
C -7.123090 2.453052 -1.673086 -4.03 1.65 0.31 0.48
F -6.634550 1.379135 -2.137366 2.03 -2.91 -0.45 -0.11
F -6.271136 3.144697 -0.936704 1.17 0.27 0.56 0.04
F -7.435626 3.191500 -2.750966 0.00 0.57 0.11 -0.28
S -8.720982 2.122094 -0.662402 -4.36 1.13 -2.14 0.85
O -8.342033 1.587212 0.593274 2.32 -0.78 2.51 -0.47
O -9.360414 3.444478 -0.557112 1.61 -0.33 -0.10 -0.69
O -9.591463 1.190080 -1.379020 1.78 0.48 -0.47 -0.67